# 1
Density functional theory data (ωB97M-V with the def2-TZVPD basis set) for 12 unconnected molecules or ions with the total composition C40H112N8O16 at a distorted geometry.

Structure (XYZ):
```
176
Properties=species:S:1:pos:R:3:forces:R:3:mulliken_spin:R:1
C 16.266 8.327 21.676 -0.7 -0.6 0.0 0.00
C 15.003 8.719 20.897 -0.6 0.6 1.0 0.00
C 13.681 8.571 21.698 0.6 -2.1 1.1 0.00
O 13.653 9.305 22.914 1.2 1.4 0.2 0.00
C 12.402 9.352 23.540 -0.4 0.5 -0.3 0.00
N 15.140 10.124 20.569 0.3 1.0 -0.1 0.00
H 17.187 8.607 21.164 -0.2 0.2 -0.1 0.00
H 16.259 7.240 21.758 0.1 -0.2 0.3 0.00
H 16.232 8.788 22.664 0.2 0.0 0.0 0.00
H 14.917 8.100 20.004 -0.1 0.1 -0.1 0.00
H 13.593 7.586 22.155 -0.2 -0.8 -1.2 0.00
H 12.836 8.747 21.033 -0.2 0.4 0.1 0.00
H 11.979 8.371 23.756 -0.1 -0.2 -0.3 0.00
H 11.769 9.977 22.910 -0.7 -0.3 0.0 0.00
H 12.451 9.865 24.500 0.4 0.1 0.0 0.00
H 14.283 10.564 20.264 -0.4 -0.4 -0.8 0.00
H 15.210 10.589 21.463 0.4 -0.1 0.3 0.00
C 16.124 11.123 29.024 0.4 0.3 -0.1 0.00
C 16.388 12.311 30.002 -1.3 -1.9 0.0 0.00
C 15.196 12.636 30.933 -0.1 -1.1 -0.5 0.00
O 15.372 13.912 31.422 0.4 1.3 1.0 0.00
C 14.460 14.240 32.448 -0.2 0.1 0.3 0.00
N 17.581 11.977 30.788 0.4 1.3 -0.9 0.00
H 16.925 11.161 28.286 0.0 -0.1 -0.1 0.00
H 15.183 11.084 28.476 -0.1 0.6 0.1 0.00
H 16.202 10.139 29.486 0.2 0.1 0.5 0.00
H 16.630 13.211 29.437 -0.1 0.0 -0.1 0.00
H 15.202 11.904 31.740 0.3 -0.3 0.5 0.00
H 14.182 12.523 30.549 -0.1 0.1 -0.9 0.00
H 13.461 14.400 32.043 -0.1 0.0 -0.1 0.00
H 14.745 15.133 33.004 0.3 0.2 -0.6 0.00
H 14.404 13.481 33.228 0.0 -0.5 -0.1 0.00
H 17.742 12.869 31.234 0.7 -0.3 0.8 0.00
H 17.508 11.232 31.466 -0.5 0.1 0.0 0.00
C 21.177 5.484 26.358 -0.7 0.6 0.3 0.00
C 21.441 4.648 25.136 2.1 -0.8 0.7 0.01
C 20.967 5.232 23.757 -1.4 0.2 -0.3 0.07
O 19.562 5.423 23.831 0.7 -0.4 -0.2 0.28
C 19.060 6.711 23.918 -0.7 1.2 0.5 0.04
N 22.903 4.450 25.051 -1.2 0.1 -0.9 0.21
H 21.805 6.370 26.439 -0.1 0.2 -0.3 0.00
H 21.365 4.923 27.274 0.2 -0.3 -0.2 0.00
H 20.126 5.766 26.420 -0.1 0.2 0.0 0.00
H 21.010 3.672 25.357 -0.2 -0.1 -0.7 0.00
H 21.002 4.593 22.875 0.9 -0.7 0.5 0.01
H 21.553 6.122 23.532 -0.4 0.4 0.2 0.00
H 17.976 6.627 23.994 0.1 0.1 0.2 -0.01
H 19.264 7.390 23.090 0.4 -0.4 -0.5 0.02
H 19.496 7.210 24.784 -0.2 0.1 0.4 0.00
H 23.133 3.930 24.216 0.2 -0.6 0.0 0.00
H 23.407 5.318 24.940 0.1 0.4 0.4 0.00
C 13.180 6.927 34.035 1.0 2.1 -0.7 0.00
C 13.440 6.266 32.691 0.7 -0.6 0.1 0.00
C 14.769 6.537 31.981 -0.6 1.4 -0.2 0.00
O 15.073 7.950 31.901 0.6 -0.1 -0.2 0.00
C 14.248 8.748 31.013 0.2 -1.8 0.4 0.00
N 13.406 4.838 32.864 -1.3 -1.0 -0.3 0.00
H 12.125 7.091 34.258 0.0 -0.6 0.1 0.00
H 13.574 7.934 33.899 0.0 0.5 0.3 0.00
H 13.766 6.530 34.864 -0.3 -0.4 -0.1 0.00
H 12.627 6.520 32.010 -0.1 0.1 -0.1 0.00
H 14.774 6.078 30.992 -0.5 0.2 -0.3 0.00
H 15.556 5.957 32.462 0.4 0.8 0.6 0.00
H 14.596 9.779 30.961 -0.1 -0.2 0.6 0.00
H 13.219 8.615 31.346 -0.2 0.7 -0.1 0.00
H 14.298 8.348 30.000 0.1 -0.1 -0.3 0.00
H 14.199 4.447 33.352 0.3 0.3 0.2 0.00
H 12.626 4.777 33.503 -0.2 -1.2 0.1 0.00
C 12.787 5.462 29.213 -0.4 -0.1 0.7 0.00
C 12.313 4.994 27.855 -0.3 0.4 0.1 0.00
C 10.992 4.153 27.944 1.6 -0.1 -0.7 0.00
O 11.217 2.974 28.702 0.3 1.0 -0.3 0.00
C 10.110 2.134 28.871 0.1 -0.5 0.3 0.00
N 12.062 6.166 27.018 -1.0 -1.0 -0.6 0.00
H 12.167 6.272 29.599 -0.4 0.2 -0.3 0.00
H 13.770 5.926 29.137 0.2 -0.4 0.2 0.00
H 12.669 4.710 29.993 0.8 -0.3 0.0 0.00
H 13.104 4.472 27.317 -0.1 -0.7 0.3 0.00
H 10.741 3.901 26.914 -0.3 -0.1 -0.2 0.00
H 10.206 4.797 28.339 -0.3 0.0 0.4 0.00
H 9.735 1.682 27.953 0.0 0.3 -0.4 0.00
H 9.286 2.632 29.381 -0.1 0.1 0.1 0.00
H 10.482 1.303 29.471 -0.2 0.1 0.2 0.00
H 11.228 6.576 27.412 0.2 0.9 -0.3 0.00
H 12.855 6.784 26.923 -0.2 0.3 0.3 0.00
C 11.880 11.780 26.755 0.4 1.8 -0.5 0.00
C 12.011 10.807 27.871 -1.2 -0.8 0.5 0.00
C 11.104 11.187 29.097 0.7 -0.3 -0.9 0.00
O 11.712 12.240 29.759 1.2 1.3 -1.0 0.00
C 11.005 12.817 30.810 0.4 -0.8 0.7 0.00
N 11.569 9.545 27.273 -0.3 -0.3 0.3 0.00
H 12.732 11.759 26.076 0.2 -0.2 0.0 0.00
H 11.859 12.799 27.139 0.0 0.2 0.0 0.00
H 10.999 11.618 26.135 -0.1 -0.1 0.3 0.00
H 13.052 10.694 28.173 0.1 0.4 0.5 0.00
H 11.004 10.367 29.809 -0.1 -0.6 -0.1 0.00
H 10.118 11.486 28.741 -0.3 -0.1 -0.2 0.00
H 10.034 13.240 30.551 -0.1 -0.1 -0.2 0.00
H 11.638 13.570 31.278 -0.1 0.1 -0.2 0.00
H 10.920 11.994 31.520 -0.7 0.2 0.7 0.00
H 11.278 8.877 27.973 0.2 -0.2 0.1 0.00
H 12.364 9.174 26.773 0.0 -0.4 0.0 0.00
C 16.136 2.550 26.840 -0.1 -1.0 1.2 0.02
C 17.456 2.946 26.241 -1.0 -0.5 -0.1 -0.01
C 18.121 1.747 25.551 0.9 -0.2 0.1 0.01
O 18.383 0.668 26.491 -0.7 2.7 -0.6 0.00
C 18.985 -0.456 25.934 0.2 -1.1 0.3 0.00
N 17.169 4.109 25.406 1.5 -0.1 -0.3 0.28
H 15.702 3.373 27.408 -0.2 -0.1 0.0 0.00
H 16.333 1.711 27.507 -0.1 0.2 0.4 0.00
H 15.423 2.127 26.133 0.1 0.4 -0.3 0.00
H 18.130 3.322 27.011 0.2 -0.2 0.5 0.04
H 19.077 2.101 25.166 0.5 0.0 -0.1 0.00
H 17.587 1.405 24.664 -0.5 -0.1 0.1 0.00
H 18.210 -1.213 25.814 0.2 -0.3 -0.2 0.00
H 19.723 -0.799 26.660 -0.1 -0.2 0.0 0.00
H 19.530 -0.350 24.996 -0.2 0.6 -0.2 0.00
H 16.867 4.886 25.977 -0.8 0.2 0.6 -0.02
H 18.017 4.515 25.038 0.5 -0.3 -1.0 0.02
C 21.607 9.436 26.064 -0.1 1.6 -0.2 0.00
C 20.994 10.372 27.162 -0.1 -0.9 -2.5 0.00
C 19.539 10.779 26.721 2.0 -0.1 0.1 0.00
O 19.517 11.309 25.366 -0.6 -0.8 1.2 0.00
C 20.074 12.583 25.068 0.3 -0.5 0.2 0.00
N 21.053 9.630 28.394 -0.1 0.5 1.0 0.00
H 20.832 8.749 25.725 0.2 -0.1 0.0 0.00
H 22.543 8.932 26.304 -0.2 -0.2 0.7 0.00
H 21.914 10.090 25.247 -0.3 -0.1 -0.4 0.00
H 21.585 11.286 27.231 0.1 0.2 -0.1 0.00
H 19.220 11.420 27.542 -0.6 0.7 -0.4 0.00
H 18.921 9.882 26.759 -0.1 0.0 -0.4 0.00
H 21.119 12.662 25.367 0.1 0.0 0.2 0.00
H 19.508 13.389 25.536 -0.1 0.1 -0.1 0.00
H 20.068 12.635 23.979 -0.3 0.3 0.1 0.00
H 22.026 9.746 28.638 0.5 -0.8 0.2 0.00
H 20.676 10.239 29.105 -0.8 0.0 0.5 0.00
C 16.059 7.235 27.285 -1.4 0.7 0.8 0.00
C 15.697 8.017 26.022 0.8 -0.4 1.0 0.00
O 14.425 8.620 26.085 0.0 -0.4 0.5 0.00
O 17.222 6.475 27.064 -0.1 -0.2 -0.6 0.00
H 15.242 6.634 27.684 -0.3 -0.5 -0.4 0.00
H 16.223 7.952 28.090 0.3 0.2 0.1 0.00
H 15.765 7.308 25.198 0.2 0.3 -0.5 0.00
H 16.489 8.764 26.079 0.0 0.2 -1.2 0.00
H 14.300 9.125 25.278 0.1 0.1 -0.4 0.00
H 17.655 6.418 27.918 0.6 0.1 0.4 0.00
C 13.990 3.761 23.921 1.5 1.3 -0.2 0.00
C 14.139 5.170 23.239 -1.7 -1.9 0.1 0.01
O 13.706 5.073 21.863 0.9 0.5 0.9 0.00
O 15.191 2.993 23.746 -1.4 -0.3 -0.2 0.04
H 13.132 3.186 23.572 0.2 0.1 -0.4 0.00
H 13.774 4.025 24.956 0.2 -0.5 0.5 0.00
H 15.154 5.531 23.404 0.0 0.0 -0.6 0.00
H 13.430 5.795 23.783 0.1 0.5 0.1 0.00
H 12.808 4.765 22.005 -0.2 0.0 -0.6 0.00
H 15.848 3.352 24.347 0.4 0.3 0.2 0.00
C 16.350 12.485 22.764 -1.0 0.3 0.5 0.00
C 15.868 11.686 24.012 0.3 1.2 -0.7 0.00
O 16.661 10.578 24.147 1.2 -2.0 -0.1 0.00
O 17.679 12.987 22.811 0.1 -0.6 0.4 0.00
H 15.687 13.336 22.606 -0.3 -0.1 -0.2 0.00
H 16.295 11.804 21.915 0.3 0.3 0.0 0.00
H 14.857 11.310 23.855 -0.2 0.5 0.1 0.00
H 16.018 12.207 24.957 -0.8 0.9 0.0 0.00
H 17.547 10.927 24.029 0.7 -0.4 0.3 0.00
H 17.663 13.779 23.352 0.1 0.1 0.1 0.00
C 19.197 4.467 29.910 -0.5 -2.6 1.1 0.00
C 18.212 5.508 30.334 -0.3 -0.2 -0.5 0.00
O 18.452 6.671 29.621 0.2 1.9 -0.9 0.00
O 20.500 4.559 30.446 -0.3 0.6 -0.2 0.00
H 19.245 4.214 28.851 -0.2 1.0 -0.5 0.00
H 18.766 3.531 30.266 0.2 -0.3 0.5 0.00
H 18.161 5.753 31.395 0.3 -0.6 0.2 0.00
H 17.218 5.208 30.004 -0.1 -0.3 0.2 0.00
H 19.222 7.123 29.974 0.0 0.3 -0.1 0.00
H 20.792 5.427 30.160 0.6 0.1 0.1 0.00
```
Positions in Å, forces in eV/Å.

Values from the calculation:
frontier orbital gap (alpha / beta) = 8.832 / 2.406 eV
energy above the lowest of the compared OMol25 structures with the same formula, charge and spin = 0.00 kcal per mole
⟨S²⟩ = 0.76
spin multiplicity = 2
DFT total energy = -3232.44655 a.u.
HOMO level (alpha / beta) = -10.69 / -10.69 eV
charge = +1



# 2
Density functional theory data (ωB97M-V with the def2-TZVPD basis set) for a molecular structure, C3H7O2Pm at a distorted geometry.

Structure (XYZ):
```
13
Properties=species:S:1:pos:R:3:forces:R:3:nbo_charge:R:1
C -1.815 -3.041 0.155 -0.5 -0.3 -0.3 -0.26
O -0.519 -2.469 0.165 0.4 1.0 0.7 -0.57
C 0.522 -3.385 0.014 -0.2 -0.4 -0.4 -0.19
C 1.834 -2.677 -0.079 0.1 0.3 1.0 0.45
O 1.928 -1.467 -0.047 -0.1 0.0 0.4 -0.58
H -2.534 -2.240 0.356 0.2 -0.2 -0.1 0.21
H -2.008 -3.456 -0.845 -0.1 0.0 0.3 0.20
H -1.917 -3.821 0.925 0.0 0.1 -0.2 0.18
H 0.404 -3.975 -0.915 0.0 -0.1 0.3 0.23
H 0.568 -4.076 0.878 0.1 0.0 -0.3 0.21
H 2.730 -3.322 0.010 -0.1 0.1 -0.6 0.16
H -0.733 1.173 0.534 0.0 0.0 0.2 -0.66
Pm 0.288 -0.030 1.884 0.1 -0.5 -1.1 1.61
```
Positions in Å, forces in eV/Å.

Values from the calculation:
frontier orbital gap (alpha / beta) = 6.645 / 7.729 eV
energy above the lowest of the compared OMol25 structures with the same formula, charge and spin = 32.88 kcal per mole
⟨S²⟩ = 8.76
spin multiplicity = 6
DFT total energy = -876.98156 a.u.
HOMO level (alpha / beta) = -11.01 / -12.03 eV
charge = +1



# 3
Density functional theory data (ωB97M-V with the def2-TZVPD basis set) for 8 unconnected molecules or ions with the total composition C49H48BrClN8O15P at a distorted geometry.

Structure (XYZ):
```
123
Properties=species:S:1:pos:R:3:forces:R:3:mulliken_charge:R:1
C -3.443 1.420 -2.701 0.0 0.0 0.5 -0.73
C -4.064 1.366 -1.489 0.1 0.2 -0.4 -1.19
C -3.847 2.351 -0.346 -1.8 0.8 -1.0 2.70
P -5.490 2.614 0.582 -0.1 0.0 1.2 0.22
O -6.487 1.881 -0.468 0.0 0.2 -0.5 -0.43
Cl -5.986 4.610 0.304 0.0 0.1 -0.2 -0.27
C -3.234 3.653 -0.848 0.2 0.4 0.6 -1.62
C -2.636 4.529 0.264 0.0 0.1 -0.1 -0.67
C -1.832 3.760 1.310 0.5 0.6 -0.4 0.01
Br 0.021 4.348 1.349 0.2 0.2 0.1 -0.07
N -1.711 2.303 1.014 -0.6 0.1 0.4 -0.02
C -2.964 1.582 0.649 0.0 -0.4 -0.3 -1.67
H -2.723 0.629 -2.907 -1.5 -0.9 -1.3 0.20
H -3.540 2.241 -3.411 1.3 0.7 0.8 0.36
H -4.742 0.537 -1.274 1.4 -0.9 0.7 0.56
H -7.401 2.054 -0.212 -0.2 -0.2 0.0 0.39
H -4.017 4.248 -1.317 0.1 -0.1 -0.2 0.69
H -2.466 3.459 -1.594 0.0 -0.2 -0.1 -0.03
H -3.412 5.095 0.777 0.0 -0.2 0.1 0.18
H -1.981 5.266 -0.200 -0.1 0.0 0.0 0.63
H -2.192 3.925 2.320 -0.2 -0.4 -0.1 0.10
H -1.340 1.858 1.873 0.2 -0.1 -0.1 0.14
H -0.974 2.165 0.319 -0.2 0.1 -0.2 0.57
H -3.517 1.306 1.552 0.2 0.3 0.2 0.41
H -2.647 0.644 0.187 0.1 0.0 0.1 0.49
C -5.921 -4.515 -4.069 0.0 0.0 0.0 -0.48
C -5.647 -3.246 -4.563 0.0 -0.1 0.0 -0.57
C -4.470 -2.604 -4.216 -0.1 0.1 -0.1 -0.30
C -3.587 -3.257 -3.374 0.0 0.0 -0.1 0.13
C -3.841 -4.517 -2.865 0.0 -0.1 0.1 -0.42
C -5.022 -5.147 -3.219 0.0 0.0 0.0 -0.50
N -2.328 -2.587 -3.018 -0.1 0.0 0.0 1.17
O -2.139 -1.470 -3.463 0.2 -0.2 0.1 -0.61
O -1.550 -3.183 -2.294 -0.1 0.1 0.0 -0.53
H -6.839 -5.014 -4.348 0.0 0.0 0.0 0.40
H -6.348 -2.757 -5.225 0.0 0.0 0.0 0.40
H -4.242 -1.619 -4.593 0.1 0.0 0.0 0.47
H -3.131 -4.998 -2.209 0.1 0.0 0.0 0.45
H -5.240 -6.134 -2.835 0.0 0.0 0.0 0.39
C -3.207 4.216 8.401 0.0 0.0 0.0 -0.54
C -3.397 2.871 8.112 -0.1 0.1 0.0 -0.74
C -3.690 2.477 6.818 0.0 -0.2 0.1 -0.26
C -3.786 3.446 5.838 -0.1 0.0 0.0 0.25
C -3.608 4.793 6.102 0.0 0.2 0.0 -0.33
C -3.316 5.175 7.400 0.0 -0.1 0.0 -0.59
N -4.081 3.023 4.467 0.0 -0.1 -0.1 1.10
O -4.251 1.839 4.253 0.1 0.0 0.0 -0.63
O -4.127 3.873 3.589 0.2 0.1 0.0 -0.59
H -2.972 4.518 9.413 0.0 0.0 0.0 0.44
H -3.315 2.130 8.890 0.0 0.0 0.0 0.60
H -3.837 1.434 6.581 0.0 0.0 -0.1 0.46
H -3.697 5.526 5.314 0.0 0.0 0.0 0.48
H -3.172 6.222 7.630 0.0 0.0 0.0 0.39
C 3.214 2.728 8.693 0.0 0.0 0.0 -0.44
C 2.709 1.858 7.737 0.0 0.0 0.0 -0.48
C 1.418 1.369 7.854 0.1 -0.1 -0.1 -0.38
C 0.657 1.770 8.935 0.0 0.0 0.0 0.15
C 1.139 2.632 9.902 0.0 0.1 0.1 -0.41
C 2.432 3.111 9.775 0.0 0.0 -0.1 -0.48
N -0.721 1.269 9.055 0.0 0.0 0.0 1.15
O -1.124 0.500 8.204 0.0 0.0 0.0 -0.61
O -1.391 1.662 9.990 0.1 0.0 0.1 -0.62
H 4.222 3.110 8.596 0.0 0.0 0.0 0.39
H 3.320 1.559 6.896 0.0 0.0 0.0 0.38
H 1.010 0.691 7.119 -0.1 0.0 0.0 0.52
H 0.519 2.921 10.737 -0.1 0.0 0.0 0.47
H 2.829 3.786 10.521 0.0 0.0 0.0 0.38
C 1.190 -2.497 -3.766 0.2 0.0 0.0 -0.09
C 0.782 -3.341 -4.790 0.0 0.1 0.1 -0.17
C 1.692 -3.777 -5.739 -0.1 -0.1 0.0 -0.66
C 3.005 -3.357 -5.636 0.0 0.0 0.0 0.05
C 3.436 -2.514 -4.629 0.1 0.1 0.1 -0.44
C 2.514 -2.083 -3.689 -0.1 -0.1 0.0 -0.60
N 3.983 -3.832 -6.630 0.0 0.0 0.0 1.02
O 3.585 -4.559 -7.517 0.0 0.0 0.0 -0.61
O 5.137 -3.474 -6.500 0.0 0.0 0.0 -0.58
H 0.481 -2.161 -3.025 -0.1 0.0 0.0 0.36
H -0.248 -3.666 -4.853 0.0 0.0 0.0 0.38
H 1.390 -4.432 -6.542 0.1 0.0 0.0 0.47
H 4.468 -2.202 -4.581 0.0 0.0 -0.1 0.47
H 2.827 -1.421 -2.894 0.0 0.0 0.0 0.37
C 1.265 5.948 -2.779 0.0 0.0 0.0 -0.58
C 2.510 5.347 -2.649 -0.1 0.0 0.0 -0.48
C 2.638 3.972 -2.777 0.1 0.1 0.1 -0.35
C 1.504 3.226 -3.034 0.0 0.0 0.0 -0.12
C 0.256 3.801 -3.165 -0.2 0.1 0.0 -0.33
C 0.139 5.175 -3.035 0.0 0.0 0.1 -0.38
N 1.628 1.765 -3.188 -0.1 0.1 -0.1 1.13
O 2.733 1.281 -3.078 0.1 -0.1 0.1 -0.60
O 0.614 1.134 -3.423 0.0 0.0 0.1 -0.60
H 1.173 7.022 -2.687 0.0 0.0 0.0 0.42
H 3.386 5.949 -2.452 0.0 0.0 0.0 0.41
H 3.600 3.491 -2.679 0.0 -0.1 0.0 0.49
H -0.606 3.185 -3.377 0.0 -0.1 0.0 0.57
H -0.830 5.645 -3.142 0.0 0.0 0.0 0.46
C 7.217 -6.104 -6.372 0.0 0.0 0.0 -0.46
C 7.900 -7.065 -5.638 0.0 0.1 0.0 -0.40
C 9.261 -6.933 -5.414 -0.1 -0.1 0.1 -0.39
C 9.911 -5.830 -5.934 0.0 0.0 0.0 0.16
C 9.253 -4.866 -6.674 -0.1 0.1 -0.1 -0.41
C 7.892 -5.009 -6.891 0.0 0.0 0.0 -0.37
N 11.356 -5.673 -5.681 0.0 0.0 0.0 1.00
O 11.915 -6.543 -5.045 0.0 0.0 0.0 -0.61
O 11.900 -4.681 -6.122 0.0 0.0 0.0 -0.60
H 6.153 -6.206 -6.542 0.0 0.0 0.0 0.37
H 7.372 -7.919 -5.236 0.0 0.0 0.0 0.37
H 9.806 -7.671 -4.845 0.1 0.0 0.0 0.45
H 9.793 -4.019 -7.069 0.1 0.0 0.0 0.44
H 7.355 -4.267 -7.463 0.0 0.0 0.0 0.44
C -0.494 -3.741 1.716 0.0 0.0 0.0 -0.68
C -0.868 -3.619 3.049 0.0 0.0 -0.1 -0.48
C -0.902 -2.374 3.652 0.0 -0.1 0.1 -0.45
C -0.560 -1.268 2.894 0.0 0.0 0.0 0.17
C -0.177 -1.366 1.566 0.0 0.0 -0.1 -0.47
C -0.146 -2.618 0.976 0.0 0.0 0.0 -0.40
N -0.615 0.054 3.523 -0.1 -0.2 0.3 1.17
O -0.918 0.137 4.683 0.1 0.0 -0.1 -0.53
O -0.344 1.038 2.821 0.2 -0.1 0.2 -0.81
H -0.473 -4.717 1.251 0.0 0.0 0.0 0.44
H -1.136 -4.497 3.621 0.0 0.0 0.0 0.40
H -1.191 -2.265 4.687 0.0 0.1 0.0 0.53
H 0.097 -0.487 1.002 0.0 0.0 0.1 0.62
H 0.149 -2.716 -0.061 0.0 0.0 0.0 0.48
```
Positions in Å, forces in eV/Å.

Values from the calculation:
frontier orbital gap = 7.062 eV
energy above the lowest of the compared OMol25 structures with the same formula, charge and spin = 0.00 kcal per mole
DFT total energy = -6837.31653 a.u.
HOMO level = -10.71 eV
charge = +1



Which value of energy above the lowest of the compared OMol25 structures with the same formula, charge and spin does entry 1 give? 0.00 kcal per mole